{
  "formula": "C23H41FNO11PS",
  "method": "the ωB97M-V functional and the def2-TZVPD basis",
  "species": ["H", "C", "O", "H", "H", "H", "C", "C", "C", "C", "H", "O", "H", "H", "P", "H", "O", "H", "O", "H", "C", "C", "H", "C", "C", "C", "H", "C", "O", "H", "O", "H", "H", "C", "C", "C", "O", "H", "S", "H", "H", "C", "O", "H", "C", "H", "H", "O", "H", "H", "H", "H", "H", "H", "H", "H", "O", "H", "C", "F", "H", "N", "H", "H", "H", "C", "H", "H", "C", "H", "C", "C", "H", "H", "H", "O", "C", "H", "C"],
  "positions_angstrom": [[0.10632, -1.80603, 3.08653], [1.10846, 1.24598, 0.96956], [3.43166, -2.98024, -6.78680], [-1.32960, -0.89235, 2.24000], [1.13038, 0.02602, 2.81029], [-0.92120, 0.02099, 6.64811], [-2.82645, -3.57734, 0.93626], [-1.04189, 2.05721, 4.88578], [-2.06377, -1.51241, 1.73896], [1.68160, 0.14971, 1.87593], [-2.96940, 2.48167, -0.39834], [-1.53688, 5.36547, -2.50651], [-0.23583, 4.51631, 6.16504], [-1.87581, 3.34813, 0.71879], [1.95396, -1.44227, 0.96352], [-4.67129, -3.58183, -0.11988], [-0.66439, 0.78512, 4.73447], [1.19702, 4.63658, 5.15374], [-2.62453, 4.47156, -0.87020], [3.21506, -3.02359, -3.00339], [-0.64607, -3.62759, 2.09445], [-2.76621, 3.43064, 0.09735], [-1.55672, 4.53594, -5.03117], [-4.11552, -1.63405, 0.54557], [-0.42469, 5.39424, -3.41331], [0.42362, -2.81248, 2.83831], [1.32689, -4.30423, -4.04822], [0.59190, -1.54511, -0.29449], [2.06217, -1.18459, -6.71435], [1.36163, 1.05700, -0.07310], [1.80184, -2.73538, -5.23659], [-1.67982, 4.38954, 4.11789], [-0.39964, 6.40393, -3.81965], [-0.59815, 4.38875, -4.53180], [-1.51760, 4.38104, -1.61135], [-0.60706, 4.20523, 4.06134], [3.87692, -3.99568, 1.95296], [3.60991, -4.74094, -3.20854], [2.47557, -4.10421, 1.83219], [-0.19587, -0.80932, -0.15288], [2.35971, -4.73462, -5.40227], [0.13258, 4.86997, 5.20236], [-1.86488, 2.45815, 5.66488], [0.03240, 1.33644, 1.10405], [-3.93943, -2.99199, 0.41562], [2.85982, -1.34687, -8.63314], [-1.00663, -1.13278, 5.30351], [1.84477, -5.16831, 2.51669], [2.23274, 0.23893, -8.15146], [4.27307, -3.52947, -4.31160], [1.52633, 2.22168, 1.21094], [-4.97432, -1.13489, 0.11890], [-3.61446, 3.69514, 0.72319], [0.58190, -3.29818, 3.80149], [0.19716, -2.55014, -0.42373], [1.07436, -1.28085, -1.23615], [-0.34598, 2.79398, 4.01982], [-2.68592, -4.64717, 0.82586], [2.78643, -0.63347, -7.81501], [2.17330, -4.27515, 0.30065], [-3.29935, 0.16244, 1.32592], [1.76766, -2.68221, 2.20633], [-0.25592, 4.59998, 3.10893], [-0.58369, 3.36936, -4.14667], [0.50798, 5.23480, -2.87267], [-1.86149, -2.85787, 1.60086], [-2.37092, -0.04482, 5.60171], [2.68816, 0.45998, 2.15544], [2.18562, -3.98086, -4.63470], [0.20216, 4.49158, -5.26459], [-1.28734, -0.13597, 5.63482], [2.52235, -2.36542, -6.29370], [3.78023, -0.32427, -7.49387], [-1.01931, -4.37978, 2.79005], [0.00516, 5.95158, 5.16070], [-0.66137, 3.54386, -1.48992], [-3.18127, -0.90865, 1.21909], [-0.25996, -4.19299, 1.24749], [3.39187, -3.81251, -3.73625]],
  "forces_ev_per_a": [[-0.017, 0.094, -0.207], [-0.035, -0.054, 0.221], [-0.014, 0.008, -0.027], [-0.042, 0.053, 0.012], [-0.154, 0.128, -0.100], [-0.089, 0.072, 0.008], [0.160, -1.260, -0.069], [0.061, 0.057, -0.014], [0.798, 0.598, 0.594], [0.167, -0.193, 0.136], [0.121, -0.025, 0.008], [0.003, 0.089, 0.123], [-0.085, 0.038, -0.029], [0.054, -0.048, -0.090], [1.440, 0.429, -0.725], [-0.009, -0.063, 0.018], [0.014, -0.109, -0.092], [0.006, 0.079, -0.097], [0.027, 0.034, 0.047], [-0.071, -0.088, 0.072], [-0.520, 0.554, 0.141], [-0.117, -0.100, 0.194], [0.051, 0.102, -0.052], [-0.852, 0.249, -0.408], [0.310, 0.021, -0.391], [0.326, -0.794, 0.592], [-0.109, 0.196, -0.069], [0.009, 0.222, 0.229], [-0.031, -0.018, -0.016], [-0.225, 0.088, -0.094], [-0.116, 0.002, -0.071], [-0.015, -0.150, 0.101], [-0.185, 0.046, 0.131], [-0.169, -0.205, 0.093], [-0.098, -0.020, -0.110], [0.016, 0.501, 0.013], [0.452, 0.360, -0.568], [-0.046, -0.004, 0.006], [1.232, 0.122, 1.192], [-0.254, -0.265, 0.160], [0.061, 0.137, -0.109], [0.050, -0.190, 0.198], [-0.003, -0.034, -0.010], [-0.095, -0.108, -0.321], [-0.796, -0.145, -0.580], [0.073, -0.057, 0.068], [0.096, 0.068, -0.080], [-0.895, -0.258, -0.064], [-0.094, -0.026, 0.137], [-0.019, -0.084, -0.053], [0.068, -0.018, 0.143], [-0.096, -0.068, -0.022], [-0.027, 0.124, -0.110], [0.104, 0.016, 0.009], [-0.107, 0.013, 0.154], [0.130, -0.066, 0.003], [-0.064, -0.099, -0.122], [-0.014, -0.048, -0.040], [0.035, 0.170, -0.180], [-0.234, -0.095, -0.137], [-0.028, 0.037, 0.033], [-1.743, 0.184, -0.833], [0.066, -0.215, -0.059], [0.090, 0.023, 0.027], [-0.091, -0.110, 0.107], [0.737, -0.436, 0.199], [0.016, 0.112, 0.053], [0.074, -0.205, 0.160], [0.135, -0.381, 0.300], [0.000, 0.037, 0.010], [-0.070, -0.210, 0.058], [0.001, 0.022, 0.092], [0.037, -0.104, -0.041], [0.064, -0.110, -0.020], [-0.003, -0.006, -0.039], [0.056, -0.012, 0.059], [0.065, 1.100, 0.149], [0.269, 0.065, 0.066], [0.151, 0.237, -0.067]],
  "homo_ev": -8.57,
  "de_lowest_kj_mol": 34.5
}

{
  "formula": "C23H42BBr3FN3O2",
  "method": "the ωB97M-V functional and the def2-TZVPD basis",
  "species": ["H", "H", "H", "C", "H", "O", "C", "C", "H", "C", "H", "C", "H", "H", "H", "Br", "H", "H", "H", "H", "C", "F", "O", "H", "C", "C", "C", "C", "H", "H", "C", "C", "H", "H", "H", "C", "N", "C", "Br", "H", "Br", "H", "H", "H", "H", "C", "B", "N", "H", "H", "H", "C", "C", "H", "H", "H", "C", "H", "C", "H", "H", "H", "N", "H", "H", "H", "H", "C", "H", "C", "C", "H", "C", "H", "H"],
  "positions_angstrom": [[0.24405, -2.92956, 2.40499], [0.50328, 5.84720, -0.39399], [2.48487, 2.66567, 0.94312], [0.08166, 0.72470, 0.97258], [4.17872, 1.88672, -2.44952], [-2.32121, 2.21201, -2.17772], [-1.64501, -1.31674, 2.95002], [-2.62805, -2.03294, 0.63256], [-5.21025, -5.21659, 0.41075], [4.70760, 1.71086, -1.43643], [5.83066, 1.77442, -1.64707], [-1.00767, -0.38724, 0.53011], [-1.87972, 3.63296, 1.85978], [0.27799, 2.12154, 2.72205], [-0.06084, 4.22209, -1.03894], [-4.81906, -2.74133, 2.59774], [2.26007, 2.17843, -0.85110], [-2.15441, -0.41611, 3.43898], [-0.29770, 5.28088, 1.67319], [0.83472, 1.62393, -2.89241], [-1.00372, 3.19312, 1.24091], [-4.51997, -1.46331, -4.02011], [0.15867, 2.24937, -2.52271], [5.65871, -2.59194, -0.11164], [-4.47447, -1.53859, -2.58221], [-3.19718, -2.42420, -2.16776], [-0.56678, 1.83147, 1.98749], [4.39303, 0.20804, -0.96693], [-2.40778, -2.50821, -2.98414], [0.92164, 0.21821, 1.59024], [0.17275, 4.32349, 1.22714], [-4.20651, -5.74392, 0.64562], [-4.30465, -6.40002, 1.57742], [-4.48373, -3.11516, 0.08712], [4.65612, 3.85256, -0.82802], [2.71319, 2.95762, -0.13720], [-1.74217, -1.23904, 1.46969], [5.08836, -1.87207, 0.58707], [-3.92166, -4.28566, -3.36536], [3.30298, 0.01048, -0.68244], [-1.96515, -4.99118, 2.54528], [-2.38076, 2.66730, -3.05971], [-2.12732, -2.27618, 3.38107], [5.39663, -2.07169, 1.68465], [2.92351, 5.20208, -0.13920], [-3.73467, -3.13109, 0.96901], [-1.06562, 1.49688, -2.25889], [-1.40467, -0.69381, -0.83912], [0.22518, -0.39008, -2.17290], [0.28219, -0.56808, 4.20761], [-3.92428, -6.35730, -0.29372], [-0.10508, -1.36098, 3.48613], [5.39841, -0.32334, 0.20194], [6.47906, -0.31090, -0.18040], [2.32939, 4.48081, -1.71806], [-1.40407, 1.39450, 2.63600], [-0.90231, -0.11837, -2.11967], [-4.31435, -0.48365, -2.17064], [4.33083, 2.84393, -0.36316], [-3.45972, -3.51423, -1.80794], [-1.39442, 3.03715, 0.17327], [3.97790, -2.14436, 0.49183], [0.72929, -2.29209, 3.07668], [4.62136, -0.47575, -1.87706], [1.02609, 4.03781, 1.93742], [-2.37618, -4.62736, 0.03840], [0.60005, 1.21662, 0.08342], [0.65147, 4.70585, -0.26601], [4.86807, 2.66446, 0.64690], [2.20151, 4.41638, -0.56832], [-2.43767, -1.73019, -0.88192], [5.24860, 0.35331, 1.12465], [-3.08707, -4.61031, 0.95226], [-1.37261, -0.58850, -3.05400], [-5.45017, -1.96080, -2.15868]],
  "forces_ev_per_a": [[0.334, 0.480, 0.559], [0.226, -1.808, 0.145], [0.048, 0.532, -1.476], [-0.522, -0.833, 1.076], [0.678, -0.025, 1.648], [2.483, -1.253, -1.506], [0.961, 0.461, 2.025], [-0.236, 0.343, -3.652], [1.617, -0.951, 0.505], [-0.006, -0.353, 0.331], [-1.476, -0.116, 0.248], [-0.432, -0.676, -0.545], [1.340, -0.745, -1.125], [-1.340, -0.506, -1.094], [1.451, 0.588, 1.255], [0.560, -0.226, -0.850], [0.367, 1.121, 1.194], [0.529, -1.297, -0.884], [0.800, -1.554, -0.612], [-0.698, 0.905, 0.697], [-0.214, 0.400, 0.974], [-0.210, 0.371, 2.096], [-1.927, -2.234, -0.500], [-0.823, 1.185, 1.156], [1.049, -0.009, 0.116], [1.629, 2.547, 3.341], [0.810, 0.447, -0.447], [1.376, -0.730, -0.450], [-1.156, 0.352, 1.328], [-1.418, 0.422, -1.256], [-0.946, 0.461, -0.155], [0.063, 0.391, 0.304], [-0.084, 0.808, -1.513], [1.321, 0.066, 1.563], [-0.242, -1.573, 0.997], [1.027, -0.126, -0.687], [-0.107, 0.332, -5.117], [0.069, 0.150, 0.177], [-2.146, -5.065, -3.772], [1.421, 0.486, -0.220], [-0.515, 0.200, -0.733], [-0.120, -0.074, 1.336], [0.625, 1.587, -1.279], [-0.414, 0.212, -1.884], [-1.341, -1.055, -0.340], [1.285, -0.116, -0.867], [0.595, 1.733, -0.120], [-1.456, -1.479, 3.113], [-1.762, 0.423, 0.010], [-0.766, -1.093, -0.915], [-0.335, 1.031, 1.713], [0.830, -1.805, -1.672], [-1.063, -0.450, -0.233], [-1.552, 0.426, 0.666], [-0.092, -0.083, 1.776], [1.115, 0.566, -1.222], [1.666, 0.261, -0.085], [-0.351, -1.212, -0.827], [-0.600, 0.201, -0.580], [0.905, 2.824, 0.340], [0.555, 0.000, 1.595], [1.513, 0.577, 0.174], [-2.419, 2.172, 0.747], [-0.552, 1.059, 1.356], [-1.114, 0.321, -1.198], [-0.972, 0.251, 1.713], [-1.065, -0.706, 1.066], [0.184, 0.814, 0.299], [-0.775, 0.365, -1.787], [-0.131, -0.683, -0.653], [0.675, 1.366, 5.218], [0.522, -1.118, -1.384], [-0.921, 0.057, -2.059], [0.257, 0.295, 1.769], [1.410, 0.365, -0.926]],
  "homo_ev": -6.08
}

{
  "formula": "C23H42BCl8F6N2O3",
  "method": "the ωB97M-V functional and the def2-TZVPD basis",
  "species": ["H", "C", "Cl", "C", "B", "F", "H", "H", "N", "C", "H", "C", "H", "C", "H", "Cl", "H", "C", "O", "C", "H", "C", "H", "Cl", "H", "C", "F", "C", "O", "H", "H", "H", "Cl", "H", "Cl", "H", "H", "H", "C", "H", "H", "C", "C", "N", "F", "H", "C", "C", "H", "H", "H", "H", "C", "H", "F", "C", "C", "H", "C", "H", "H", "Cl", "H", "H", "Cl", "H", "H", "F", "H", "C", "H", "H", "H", "H", "H", "C", "C", "F", "H", "O", "C", "H", "H", "Cl", "H"],
  "positions_angstrom": [[-3.55744, -0.35344, 2.25265], [-4.91093, -0.32961, -0.12477], [2.79539, 6.84354, -4.29100], [10.74850, -1.59358, 2.57476], [-1.40355, 0.73080, -0.39797], [1.65461, 4.02795, 0.39204], [2.01364, 5.78088, -2.33946], [6.90215, -4.32113, 0.55653], [-0.17708, -3.65595, -0.67988], [3.00260, 0.97086, 1.19891], [-3.64830, -2.55433, 1.38893], [-4.23588, -2.34836, 2.28512], [0.64058, 1.62335, -1.98344], [-0.26416, 4.87987, 1.40157], [4.25175, -0.06456, 2.60001], [5.75156, -2.33724, 0.05579], [-5.16202, -2.92801, 2.22282], [-3.78463, 0.70014, -0.22087], [-1.30253, 2.26075, -0.33954], [3.54438, -0.30528, 1.79698], [1.86507, -0.82151, -0.84523], [0.06772, -1.94720, -2.44694], [-3.73347, 1.09388, -1.24565], [-7.19559, -3.30291, -0.80334], [-6.32437, -1.13789, 1.26288], [-0.19886, 2.47389, 0.37005], [-1.57855, 4.81272, 1.50356], [0.29957, 3.93000, 0.31379], [-0.13087, 0.24257, 0.18097], [0.39626, -0.03864, -3.33880], [-7.17988, -2.63124, -3.04726], [3.82012, 2.42304, -0.19651], [10.16972, -3.24266, 2.31372], [-4.21183, -0.63371, 4.48666], [1.79885, 4.09836, -3.95315], [0.97108, -3.89965, -2.42549], [-4.04401, 1.55023, 0.43080], [0.70313, 6.11678, -3.49602], [-6.03904, 0.00527, -1.09766], [0.29345, -4.33931, -0.10296], [5.02753, 1.39529, 0.57997], [7.00464, -3.28650, 0.86034], [-5.02731, -0.48757, 3.77365], [1.76058, 1.21831, 1.17026], [0.03837, 6.14462, 1.04655], [-6.53268, 0.94288, -0.82509], [4.08644, 1.92829, 0.73552], [0.72999, -3.10896, -1.70056], [-3.66122, -2.68356, 3.14962], [1.66170, -2.82385, -1.21483], [2.25550, 1.92316, -1.40720], [-1.42288, 0.47519, -1.64300], [-5.50150, -0.41030, 1.29103], [-5.86406, -1.11915, 4.08304], [-0.05541, 4.48282, -0.87913], [-6.76051, -3.47140, -2.50624], [-4.52216, -0.84929, 2.37395], [-5.95370, 0.56032, 1.52076], [0.79448, 1.30468, 0.10928], [4.26127, 2.67992, 1.50555], [-6.79526, -0.78248, -1.06842], [9.90544, -0.43294, 1.54242], [7.97028, -2.89197, 0.57140], [10.56755, -1.32982, 3.60939], [6.86901, -3.20646, 2.62239], [-0.97277, -4.09689, -1.12189], [1.67631, -1.18980, -3.61796], [-0.53769, 2.31453, 1.75886], [11.80589, -1.55689, 2.34477], [1.82254, -0.16791, -1.71456], [4.11611, -0.83368, 1.03298], [2.84964, -0.06299, -2.08130], [-5.67454, 0.08978, -2.12332], [-7.16229, -4.40769, -2.87312], [-4.51340, -1.31164, -0.39728], [1.71961, 5.76284, -3.38149], [1.39867, 1.25746, -1.28744], [0.29635, 4.68541, 2.58385], [-0.32937, -2.36219, -3.38104], [-2.57371, 0.12936, 0.18423], [1.00268, -0.80146, -2.84585], [-0.79007, -1.59530, -1.87707], [2.72999, -0.89873, 2.20251], [-5.01145, -3.47274, -2.74932], [-5.29579, 0.56855, 3.83115]],
  "forces_ev_per_a": [[-0.107, 0.194, -0.244], [-0.366, 0.139, 0.058], [-0.001, 0.019, 0.001], [-0.019, 0.039, 0.004], [0.228, -0.988, -1.822], [-0.049, -0.049, 0.035], [0.037, -0.008, 0.001], [-0.050, -0.011, 0.023], [0.178, 0.271, 0.057], [-0.631, 0.718, 0.226], [0.024, -0.091, 0.027], [0.079, 0.159, -0.282], [-0.093, -0.023, 0.064], [0.247, 0.125, -0.290], [0.080, -0.150, -0.005], [0.206, -0.202, -0.176], [-0.038, -0.017, 0.107], [-0.088, -0.271, 0.211], [0.305, 0.146, 0.331], [-0.014, 0.586, 0.794], [-0.101, 0.017, 0.069], [0.016, -0.243, -0.222], [0.167, -0.079, -0.064], [-0.077, -0.261, 0.088], [-0.106, 0.058, 0.106], [-0.367, -0.240, 0.829], [-0.336, -0.139, 0.040], [-0.208, 0.051, -0.538], [-0.379, 0.314, 0.190], [0.004, 0.048, 0.031], [0.034, 0.047, 0.026], [-0.095, 0.163, 0.113], [0.330, -0.078, 0.021], [-0.088, -0.101, 0.099], [0.028, -0.028, -0.033], [0.339, 0.127, -0.108], [0.025, 0.099, -0.080], [-0.005, 0.011, -0.041], [-0.074, -0.104, -0.023], [-0.045, -0.114, -0.033], [0.053, 0.035, 0.017], [-0.033, 0.020, -0.042], [0.377, -0.046, -0.071], [0.733, -2.028, -1.137], [0.096, 0.325, -0.143], [0.060, 0.058, -0.040], [0.271, -0.353, -0.492], [-0.417, -0.472, -0.067], [0.015, -0.055, 0.006], [-0.033, 0.130, 0.092], [-0.098, 0.148, 0.224], [-0.149, 0.223, 0.217], [0.170, -0.308, -0.355], [-0.138, 0.116, -0.013], [0.116, 0.028, -0.029], [0.026, 0.062, -0.053], [0.022, -0.052, 0.509], [0.105, 0.070, 0.109], [-0.589, 0.632, 0.943], [-0.122, 0.065, 0.029], [-0.034, 0.183, -0.026], [0.006, 0.014, 0.003], [0.030, 0.052, 0.049], [-0.059, 0.002, 0.001], [-0.210, -0.013, 0.005], [-0.044, -0.042, 0.060], [0.114, 0.023, 0.046], [0.361, 0.379, 0.051], [0.001, -0.012, -0.049], [0.435, 0.515, -0.164], [-0.283, 0.069, 0.102], [0.067, -0.179, 0.070], [0.035, 0.048, -0.015], [0.016, -0.031, 0.028], [0.165, 0.064, -0.032], [-0.083, -0.056, 0.141], [0.129, 0.146, -0.501], [0.080, -0.201, 0.368], [-0.169, 0.091, 0.000], [0.204, 0.443, 0.471], [-0.185, -0.273, 0.053], [0.165, 0.203, 0.211], [0.009, -0.130, -0.147], [-0.003, 0.001, -0.015], [-0.203, -0.028, -0.004]],
  "homo_ev": -4.84,
  "total_charge": -1
}

no.,total energy (a.u.),frontier orbital gap (Eh),M (g/mol)
1,-2622.81699,0.3314,589.62
2,-9062.81655,0.2043,662.13
3,-5542.50608,0.2426,803.02